# 1
Molecular formula: C9H9NO
Method: DFT, ωB97M-V/def2-TZVPD

Element x y z (Å)
C 2.235 1.389 0.330
C 1.487 0.242 -0.201
O 2.086 -0.662 -1.103
C 1.743 -1.170 0.119
N 0.551 -1.813 0.300
C -0.506 -0.952 0.024
C -1.862 -1.257 0.133
C -2.761 -0.293 -0.192
C -2.352 1.035 -0.323
C -0.955 1.309 -0.469
C -0.025 0.329 -0.315
H 3.115 0.829 0.626
H 1.649 1.745 1.286
H 2.513 2.190 -0.295
H 2.640 -1.535 0.698
H 0.515 -2.751 0.000
H -2.285 -2.296 0.367
H -3.879 -0.414 0.083
H -3.272 1.732 -0.474
H -0.639 2.345 -0.594

Calculated values
Relative energy (zero: lowest compared OMol25 entry of this formula, charge and spin) = 62.2 kcal per mole
Charge = 0
Highest occupied orbital energy = -8.201 eV
Spin multiplicity = 1

# 2
Molecular formula: C9H9NO2
Method: DFT, ωB97M-V/def2-TZVPD

Element x y z (Å)
O -3.500 -1.625 0.284
C -4.031 -0.659 -0.186
N -3.353 0.542 -0.296
C -2.120 0.511 0.126
C -1.165 -0.497 0.002
C 0.305 -0.119 0.025
C 0.787 1.218 0.097
C 2.217 1.498 0.000
C 3.204 0.502 -0.134
C 2.726 -0.816 -0.042
O 3.555 -1.962 -0.078
C 1.365 -1.083 -0.046
H -5.061 -0.575 -0.323
H -3.940 1.411 -0.432
H -1.688 1.402 0.409
H -1.605 -1.464 -0.051
H 0.080 1.992 0.381
H 2.398 2.468 0.376
H 4.223 0.840 -0.088
H 4.456 -1.488 0.074
H 1.146 -2.097 -0.098

Calculated values
Relative energy (zero: lowest compared OMol25 entry of this formula, charge and spin) = 70.3 kcal per mole
Charge = 0
Highest occupied orbital energy = -7.806 eV
Spin multiplicity = 1

# 3
Molecular formula: C9H9O4P
Method: DFT, ωB97M-V/def2-TZVPD

Element x y z (Å)
C -2.679 1.490 -0.460
C -1.713 2.440 -0.338
C -2.300 0.223 -0.345
C -0.408 2.138 0.030
C -0.963 -0.135 -0.154
C -0.044 0.786 0.209
C 2.947 -0.766 -0.549
C 0.284 -2.112 0.810
C -0.648 -1.636 -0.337
O 2.436 -0.684 -1.645
O 3.089 1.904 0.212
O 3.718 -1.543 -0.016
O 2.525 0.403 2.218
P 2.462 0.660 0.704
H -3.695 1.832 -0.661
H -2.095 3.382 -0.782
H -2.913 -0.585 -0.517
H 0.360 2.963 0.056
H 1.120 -1.489 0.846
H 0.377 -3.222 0.766
H -0.261 -1.951 1.679
H -1.543 -2.206 -0.452
H -0.057 -1.893 -1.274

Calculated values
Relative energy (zero: lowest compared OMol25 entry of this formula, charge and spin) = 31.0 kcal per mole
Charge = -2
Highest occupied orbital energy = -0.073 eV
Spin multiplicity = 1

# 4
Molecular formula: C9H9OP
Method: DFT, ωB97M-V/def2-TZVPD

Element x y z (Å)
C -0.328 -2.304 -1.734
C 0.179 -2.590 -0.424
C -0.580 -1.014 -2.085
C 0.573 -1.662 0.451
C -0.376 0.054 -1.160
C 0.339 -0.201 0.196
C 0.567 3.161 1.723
C 0.588 2.236 0.797
C 0.540 0.895 1.099
O -2.504 -0.879 0.782
P -1.911 0.315 0.210
H -0.134 -2.938 -2.554
H 0.516 -3.602 -0.050
H -1.083 -0.871 -3.017
H 0.961 -2.201 1.326
H -0.104 0.974 -1.611
H 0.663 4.240 1.417
H 0.600 3.098 2.736
H 0.636 2.583 -0.205
H 0.858 0.705 2.104

Calculated values
Relative energy (zero: lowest compared OMol25 entry of this formula, charge and spin) = 40.6 kcal per mole
Charge = 0
Highest occupied orbital energy (spin up / spin down) = -7.488 / -7.488 eV
Spin multiplicity = 1

# 5
Molecular formula: C9HCl6N2O
Method: DFT, ωB97M-V/def2-TZVPD

Element x y z (Å)
Cl -1.747 1.614 0.442
C 1.015 -2.227 -1.175
Cl -0.395 -2.571 -2.068
C 1.848 -1.117 -1.662
O 1.398 -0.271 -2.434
C 3.115 -0.859 -0.945
Cl 3.951 0.526 -1.443
C 3.305 -1.380 0.321
Cl 4.553 -0.715 1.294
C 2.256 -2.090 0.963
Cl 2.189 -2.055 2.664
C 1.135 -2.506 0.187
Cl -0.263 -3.080 1.015
C -3.317 2.360 0.140
C -3.148 3.818 0.183
N -2.896 4.956 0.127
C -4.251 1.963 1.208
N -4.959 1.530 2.022
H -3.790 2.104 -0.838

Calculated values
Charge = -1
Highest occupied orbital energy = -3.731 eV
Spin multiplicity = 1

# 6
Molecular formula: CB4CaF19O3S
Method: DFT, ωB97M-V/def2-TZVPD

Element x y z (Å)
Ca -0.175 0.034 1.477
B 2.170 2.863 4.030
F 3.363 2.796 4.715
F 2.072 2.854 2.604
F 1.419 1.803 4.391
F 1.667 4.032 4.474
B 4.594 -0.877 -0.582
F 3.642 -0.751 0.394
F 5.856 -0.725 -0.042
F 4.462 -2.104 -1.139
F 4.598 0.172 -1.519
B -3.317 2.963 0.690
F -4.279 3.896 0.597
F -2.193 3.315 -0.018
F -2.974 2.704 2.033
F -3.846 1.787 0.168
B -2.050 -3.175 3.337
F -2.329 -1.947 3.692
F -0.769 -3.489 3.806
F -2.964 -4.124 3.824
F -2.019 -3.195 2.008
C -1.643 -0.687 -5.261
F -2.501 -0.512 -4.307
F -2.048 -1.521 -6.188
F -1.315 0.498 -5.834
S -0.103 -1.526 -4.456
O -0.118 -1.072 -3.085
O -0.272 -2.960 -4.605
O 1.072 -1.051 -5.205

Calculated values
Relative energy (zero: lowest compared OMol25 entry of this formula, charge and spin) = 134.9 kcal per mole
Charge = -3
Highest occupied orbital energy = -2.325 eV
Spin multiplicity = 1

Please write out number 3 again, unchanged.
Molecular formula: C9H9O4P
Method: DFT, ωB97M-V/def2-TZVPD

Element x y z (Å)
C -2.679 1.490 -0.460
C -1.713 2.440 -0.338
C -2.300 0.223 -0.345
C -0.408 2.138 0.030
C -0.963 -0.135 -0.154
C -0.044 0.786 0.209
C 2.947 -0.766 -0.549
C 0.284 -2.112 0.810
C -0.648 -1.636 -0.337
O 2.436 -0.684 -1.645
O 3.089 1.904 0.212
O 3.718 -1.543 -0.016
O 2.525 0.403 2.218
P 2.462 0.660 0.704
H -3.695 1.832 -0.661
H -2.095 3.382 -0.782
H -2.913 -0.585 -0.517
H 0.360 2.963 0.056
H 1.120 -1.489 0.846
H 0.377 -3.222 0.766
H -0.261 -1.951 1.679
H -1.543 -2.206 -0.452
H -0.057 -1.893 -1.274

Calculated values
Relative energy (zero: lowest compared OMol25 entry of this formula, charge and spin) = 31.0 kcal per mole
Charge = -2
Highest occupied orbital energy = -0.073 eV
Spin multiplicity = 1